# 1
Density functional theory data (ωB97M-V with the def2-TZVPD basis set) for a molecular structure, C25H49FN4O12S2.

Element x y z (Å)
C -2.639 1.079 3.388
C -2.677 1.773 2.062
N -3.170 2.941 1.979
C -2.341 0.962 0.800
N -1.025 1.152 0.054
C -0.874 2.631 -0.239
C 0.166 3.118 -1.255
C -0.297 4.532 -1.631
C 1.603 3.180 -0.713
C 0.253 0.627 0.690
C 0.775 1.350 1.963
O -0.061 2.071 2.532
O 1.968 1.134 2.164
C 0.192 -0.899 0.671
C -0.605 -1.384 1.940
C 0.127 -2.061 3.116
C 0.672 -1.125 4.209
C 2.178 -1.003 4.331
O 2.681 -2.193 4.962
C 1.610 -1.456 0.656
O 2.461 -0.644 -0.134
C 3.815 -0.892 0.138
O 4.631 -0.293 -0.816
C 4.151 -0.265 -2.147
C 5.325 0.093 -3.053
O 5.270 -0.578 -4.303
C -0.553 -1.121 -0.768
S 0.522 -1.736 -2.147
S -1.862 -2.388 -0.854
O -2.982 -2.043 -0.041
O -2.059 -2.822 -2.186
F -1.099 -3.550 -0.129
C -1.070 0.295 -1.185
C -2.350 0.412 -2.033
O -2.141 -0.036 -3.338
C -1.606 0.942 -4.206
O -1.374 0.361 -5.424
C -0.027 0.015 -5.686
C 0.057 -1.125 -6.720
O -1.147 -1.857 -6.812
H -3.061 1.753 4.129
H -3.253 0.175 3.358
H -1.630 0.814 3.686
H -3.225 3.270 1.017
H -3.116 1.219 0.084
H -2.446 -0.094 0.998
H -0.686 3.100 0.723
H -1.858 2.955 -0.571
H 0.152 2.545 -2.184
H -0.377 5.157 -0.740
H 0.415 4.992 -2.313
H -1.273 4.514 -2.117
H 2.150 3.972 -1.222
H 1.616 3.377 0.358
H 2.157 2.258 -0.878
H 0.999 0.872 -0.058
H -1.069 -0.500 2.373
H -1.417 -2.031 1.680
H -0.644 -2.666 3.592
H 0.886 -2.779 2.802
H 0.331 -1.526 5.162
H 0.218 -0.136 4.135
H 2.417 -0.138 4.951
H 2.674 -0.831 3.378
H 3.458 -2.492 4.486
H 1.981 -1.488 1.673
H 1.619 -2.480 0.266
H 4.003 -1.977 0.174
H 4.073 -0.442 1.101
H 3.784 -1.250 -2.458
H 3.351 0.477 -2.224
H 6.233 -0.243 -2.559
H 5.376 1.172 -3.210
H 4.601 -0.161 -4.853
H 1.470 -0.827 -1.897
H -0.279 0.650 -1.837
H -2.651 1.470 -2.020
H -3.180 -0.151 -1.614
H -2.336 1.750 -4.337
H -0.678 1.355 -3.782
H 0.482 0.895 -6.092
H 0.465 -0.295 -4.761
H 0.844 -1.811 -6.398
H 0.355 -0.724 -7.690
H -1.463 -1.837 -7.716
C -3.109 -2.290 5.398
O -2.197 -1.492 5.279
N -3.814 -2.759 4.321
N -3.496 -2.783 6.613
H -4.565 -3.418 4.395
H -3.552 -2.419 3.414
H -2.993 -2.458 7.417
H -4.241 -3.441 6.732

Forces on atoms 1 to 3 (eV/Å):
C -0.214 0.155 -0.016
C 0.151 0.332 -0.134
N -0.047 -0.198 0.105

Properties
HOMO level   -8.88 eV
Frontier orbital gap   8.963 eV
Net charge   0



# 2
Density functional theory data (ωB97M-V with the def2-TZVPD basis set) for 40 unconnected molecules or ions with the total composition H80O40.

Element x y z (Å)
H -1.917 0.015 -3.039
H -2.788 -0.257 -1.843
O -2.386 0.462 -2.319
H -1.214 -2.973 0.519
H -2.638 -3.490 -0.404
O -2.129 -2.738 0.053
H 4.034 2.577 0.927
H 5.192 3.136 1.736
O 4.923 2.919 0.844
H -1.224 1.625 -1.922
H -1.293 2.518 -2.830
O -0.690 2.416 -2.143
H 2.059 -1.172 -0.544
H 2.124 -0.487 -1.944
O 2.532 -1.170 -1.363
H 2.294 -0.323 -5.928
O 3.254 -0.250 -5.857
H -2.302 5.183 2.882
O -2.174 5.034 3.895
H 1.758 3.901 3.382
H 1.605 4.344 4.721
O 1.081 4.246 3.984
H -2.316 1.984 0.901
H -2.495 0.905 -0.239
O -2.196 1.827 -0.068
H 0.488 -0.782 1.519
H 1.874 -1.518 1.735
O 0.943 -1.581 1.221
H -0.079 4.052 0.708
H -0.076 3.571 2.288
O -0.609 3.798 1.507
H -2.097 1.351 -4.785
O -2.624 2.104 -4.399
H -2.702 -2.267 1.386
H -3.747 -2.278 2.387
O -2.816 -2.020 2.449
H -2.231 -2.050 -2.882
H -1.235 -1.741 -1.787
O -1.341 -2.279 -2.528
H -0.029 -3.064 6.094
H 0.394 -1.773 6.377
O 0.718 -2.573 5.989
H 5.895 0.224 -2.685
H 5.715 1.587 -2.115
O 6.000 1.175 -2.933
H 0.966 0.927 6.082
H 0.574 1.684 4.798
O 0.661 1.739 5.851
H 4.264 -2.474 0.378
H 4.753 -3.810 -0.224
O 4.007 -3.468 0.322
H 0.417 -3.825 2.464
O 0.659 -3.212 3.102
H 2.146 -5.041 -2.378
H 1.867 -3.663 -2.137
O 2.063 -4.463 -1.716
H 2.810 -0.152 5.485
O 2.243 -0.411 4.717
H -1.701 -0.486 2.276
H -0.586 0.799 2.332
O -0.986 0.075 1.848
H -0.775 -5.549 -0.749
H -0.362 -4.128 -1.208
O -1.082 -4.823 -1.186
H -1.184 3.177 3.253
H -2.344 2.221 3.554
O -1.526 2.260 3.181
H -2.588 4.210 -2.084
H -2.245 3.700 -3.420
O -2.591 4.513 -2.922
H -1.206 3.430 -5.615
H -0.133 3.852 -4.538
O -0.319 3.614 -5.541
H 3.779 -3.018 2.757
H 2.412 -3.194 3.380
O 2.965 -2.623 2.969
H 3.356 -1.701 -4.255
H 3.761 -2.303 -3.029
O 3.082 -2.363 -3.706
H -2.660 -4.312 -4.153
H -2.537 -4.234 -2.680
O -3.199 -4.283 -3.368
H -5.895 2.144 -0.295
H -4.455 1.502 -0.475
O -5.081 2.369 -0.516
H -4.206 1.813 2.524
H -3.217 0.675 2.381
O -4.204 0.931 2.298
H -5.363 -1.622 -1.617
O -4.922 -1.668 -2.426
H 2.255 1.046 0.391
H 2.749 1.068 1.874
O 2.587 1.634 1.169
H 0.826 -2.454 2.648
H 3.315 -0.044 -4.907
H 2.294 -1.335 4.715
H -1.181 5.286 4.128
H -3.192 1.808 -3.757
H -5.320 -2.258 -3.148
O -2.168 -3.827 4.820
H -1.758 -4.629 4.436
H -1.917 -3.149 4.238
O 2.587 4.350 1.724
H 1.984 4.373 0.844
H 3.443 4.263 1.229
O 0.799 -4.600 0.788
H 1.562 -5.314 0.863
H 1.212 -3.990 0.161
O -0.773 5.219 -0.768
H -1.466 5.522 -0.449
H -0.980 4.294 -0.755
O 0.475 -0.060 -3.125
H 0.162 0.203 -2.280
H 0.244 -0.975 -3.028
O 0.037 -2.972 -4.804
H -0.519 -2.111 -4.620
H 0.806 -3.179 -4.520
O 2.121 1.308 -1.316
H 2.227 2.221 -1.559
H 1.225 1.054 -1.752

Forces on atoms 1 to 3 (eV/Å):
H 0.010 0.177 0.055
H -0.749 -0.550 0.336
O 0.060 -0.575 -0.600

Properties
HOMO level   -10.77 eV
Frontier orbital gap   9.927 eV
Net charge   0



# 3
Density functional theory data (ωB97M-V with the def2-TZVPD basis set) for a single C4H11ClO3SSi molecule.

Element x y z (Å)
C -1.340 -1.251 -1.568
Si -0.901 -0.323 0.018
C -2.165 1.136 0.353
C -0.470 -1.268 1.634
C 0.555 0.969 -0.494
O 1.844 0.078 -0.707
S 3.117 0.629 -0.106
O 4.084 1.084 -1.089
O 2.830 1.347 1.074
Cl 3.756 -1.165 0.529
H -0.563 -2.013 -1.935
H -2.234 -1.830 -1.325
H -1.680 -0.438 -2.311
H -1.492 1.990 0.247
H -2.923 1.006 -0.462
H -2.730 0.957 1.263
H 0.403 -1.866 1.473
H -0.185 -0.512 2.261
H -1.158 -1.801 2.211
H 0.317 1.622 -1.340
H 0.934 1.648 0.275

Forces on atoms 1 to 3 (eV/Å):
C 0.208 0.081 -0.289
Si 0.141 1.662 0.206
C -0.018 -2.515 -1.345

Properties
SMILES   C[Si](C)(C)COS(=O)(=O)Cl
HOMO level   -10.54 eV
Frontier orbital gap   11.072 eV
Net charge   0



# 4
Density functional theory data (ωB97M-V with the def2-TZVPD basis set) for 2 unconnected molecules or ions with the total composition C5H13NO.

Element x y z (Å)
C 0.397 3.055 1.458
C 0.507 2.145 0.264
C 0.652 0.832 0.367
N 0.819 -0.052 -0.669
C 1.252 -1.459 -0.405
C 1.047 -2.352 -1.579
H -0.515 2.846 2.012
H 1.212 2.855 2.167
H 0.496 4.099 1.180
H 0.713 2.529 -0.731
H 0.672 0.365 1.349
H 1.002 0.255 -1.608
H 0.629 -1.720 0.439
H 2.284 -1.329 -0.081
H 1.138 -1.770 -2.498
H 0.068 -2.840 -1.581
H 1.781 -3.152 -1.501
O -4.905 -1.735 0.681
H -4.100 -1.766 0.136
H -5.149 -0.804 0.597

Forces on atoms 1 to 3 (eV/Å):
C 0.478 -0.531 0.157
C 0.695 0.226 -0.249
C 0.176 -0.264 0.062

Properties
SMILES   C/C=C/NCC.O
HOMO level   -7.42 eV
Frontier orbital gap   8.110 eV
Net charge   0



no.,total energy (eV)
1,-81634.377
2,-83191.089
3,-41703.010
4,-8932.266